The following is a quantum chemistry calculation of a cluster of 4 separate species, C20H42BrN5O3 in total, from the OMol25 dataset.

ORCA input file:
```
! RIJCOSX wB97M-V def2-TZVPD def2/J DEFGRID3
* xyz 0 1
C -1.2406 3.8900 1.8957
C 0.1933 3.4500 1.5568
C 0.4526 1.9420 1.6227
C -0.4860 1.0130 0.8253
C -0.9844 -0.1185 1.7320
C 0.1769 0.4540 -0.4740
C -0.8493 -0.2526 -1.2519
N -1.5961 -0.8883 -1.8482
C 1.3459 -0.5187 -0.1861
C 0.9937 -2.0135 -0.1041
C 1.6545 -2.7700 1.0657
C 0.6563 -3.4829 1.9698
N -0.2615 -4.3877 1.2441
C -1.6313 -4.0918 1.3834
N -2.2625 -4.0634 2.4953
N -2.3255 -3.9043 0.1929
C 0.7275 1.6321 -1.3501
C 1.2502 1.1065 -2.6168
N 1.7131 0.7091 -3.5875
C -0.2701 2.7797 -1.6539
C -1.1345 2.6271 -2.9168
C -2.4575 3.3728 -2.7230
Br -3.7750 2.2079 -1.8730
H -1.2803 4.1728 2.9480
H -1.5041 4.7854 1.3381
H -1.9849 3.1081 1.7606
H 0.5115 3.8697 0.6043
H 0.8545 3.9073 2.2951
H 0.3736 1.6585 2.6736
H 1.4948 1.7635 1.3550
H -1.3744 1.5493 0.4948
H -0.1674 -0.4833 2.3536
H -1.7560 0.2679 2.3970
H -1.4227 -0.9520 1.1876
H 1.8292 -0.2051 0.7382
H 2.1061 -0.4195 -0.9595
H -0.0737 -2.1884 -0.0340
H 1.3371 -2.4981 -1.0160
H 2.3706 -3.4993 0.6951
H 2.2200 -2.0889 1.7031
H 1.2300 -4.0784 2.6849
H 0.0748 -2.7768 2.5590
H -0.0243 -4.4634 0.2592
H -1.6558 -4.3627 3.2520
H -3.2648 -3.5806 0.3749
H -1.8597 -3.3416 -0.5059
H 1.5867 2.0497 -0.8251
H 0.3211 3.6888 -1.7724
H -0.9322 2.9571 -0.8144
H -0.6335 3.0798 -3.7711
H -1.3607 1.5865 -3.1298
H -2.8886 3.7225 -3.6536
H -2.3515 4.2116 -2.0415
C -4.5973 5.8190 0.9917
O -3.4594 6.5917 1.3672
H -4.2901 4.7763 0.9678
H -5.4063 5.9318 1.7175
H -4.9603 6.1017 0.0001
H -3.7290 7.5130 1.4010
C 2.2207 -5.0278 -2.2244
O 0.8424 -5.1024 -1.8841
H 2.7784 -5.5156 -1.4289
H 2.4260 -5.5395 -3.1676
H 2.5531 -3.9873 -2.3039
H 0.3401 -4.6748 -2.5843
C 5.8904 -2.7872 -0.1602
O 4.4979 -2.6911 -0.4493
H 6.0053 -2.6566 0.9126
H 6.2881 -3.7658 -0.4398
H 6.4585 -2.0071 -0.6728
H 4.3869 -2.8045 -1.3974
*
```

Summary:
LUMO level: 0.5 eV
E_tot: -105055.4643 eV
HOMO level: -0.3151 Eh
SMILES: [H]/N=C(/N)NCCCC[C@@](C#N)([C@@H](C)CCC)[C@@H](C#N)CCCBr.CO.CO.CO